(1)
The following is a DFT calculation (the ωB97M-V functional and the def2-TZVPD basis) of 2 unconnected molecules or ions with the total composition C4H4O in a non-equilibrium geometry.

Geometry as XYZ:
```
9
C4H4O | OMol25 | the ωB97M-V functional and the def2-TZVPD basis
C -2.1340 -0.5611 -0.1626
C -1.1281 0.0960 -0.1331
C 1.6624 -0.4852 0.1527
C 0.0418 0.8622 -0.0080
O 2.7549 -0.1498 -0.1201
H -3.0160 -1.1140 -0.2856
H 1.3079 -1.4579 0.5014
H 0.3449 1.4282 -0.8764
H 0.1661 1.3817 0.9318
```

**HOMO-LUMO gap**: 9.56 eV
**Energy relative to the best compared isomer or geometry (same formula, charge and spin)**: 3.147 eV
**LUMO level**: 0.924 eV

How is the electron density shared among the atoms? According to natural (NBO), the charges in e are: -0.231, -0.058, 0.487, -0.553, -0.479, 0.231, 0.134, 0.235, 0.234

---

(2)
The following is a DFT calculation (the ωB97M-V functional and the def2-TZVPD basis) of a single C4H4O molecule.

Geometry as XYZ:
```
9
C4H4O | OMol25 | the ωB97M-V functional and the def2-TZVPD basis
C 2.3137 0.2074 -0.0221
C 1.1264 0.0466 -0.1482
C -0.2978 -0.1610 -0.2189
C -1.1418 0.2851 0.7177
O -0.7062 -0.8778 -1.3042
H 3.3663 0.3613 0.0842
H -0.8081 0.9573 1.4944
H -2.1848 -0.0300 0.7176
H -1.6676 -0.7890 -1.3206
```

**HOMO-LUMO gap**: 9.89 eV
**SMILES string**: C#CC(=C)O
**Energy relative to the best compared isomer or geometry (same formula, charge and spin)**: 1.854 eV
**LUMO level**: 0.882 eV

How is the electron density shared among the atoms? According to natural (NBO), the charges in e are: -0.175, -0.070, 0.243, -0.483, -0.652, 0.238, 0.222, 0.198, 0.480

---

(3)
The following is a DFT calculation (the ωB97M-V functional and the def2-TZVPD basis) of a single C4H4O molecule.

Geometry as XYZ:
```
9
C4H4O | OMol25 | the ωB97M-V functional and the def2-TZVPD basis
C -0.1824 -1.4843 -0.4019
C 0.6721 -0.6077 0.0696
C 0.9462 0.6168 0.4240
C -0.3934 1.2548 0.0954
O -1.2122 1.5611 0.9180
H -0.1770 -1.7805 -1.4446
H -0.9509 -1.8865 0.2549
H 1.7849 1.0740 0.9366
H -0.6171 1.2384 -0.9868
```

**HOMO-LUMO gap**: 10.46 eV
**SMILES string**: C=C=CC=O
**Energy relative to the best compared isomer or geometry (same formula, charge and spin)**: 2.113 eV
**LUMO level**: 0.680 eV

How is the electron density shared among the atoms? According to natural (NBO), the charges in e are: -0.455, 0.108, -0.393, 0.430, -0.516, 0.227, 0.232, 0.252, 0.115